w | C20H22N2O3S | wB97M-V/def2-TZVPD

Element x y z (Å)
1 S -0.977 2.389 2.540
2 O 3.834 -2.940 0.178
3 O -0.591 2.409 3.919
4 O -1.165 3.620 1.835
5 N -2.423 1.564 2.489
6 N 2.691 -1.059 -0.444
7 C -2.954 1.213 1.196
8 C -3.287 -0.741 -3.431
9 C 0.729 0.268 2.223
10 C 1.314 0.969 -0.468
11 C -4.160 -0.428 -1.219
12 C -2.002 -0.753 -2.916
13 C 3.094 0.605 -2.158
14 C 3.087 -0.888 -1.821
15 C 0.180 1.387 1.610
16 C -1.798 -0.598 -1.556
17 C 3.392 -1.575 2.892
18 C -2.646 -0.236 0.779
19 C 1.727 1.245 -1.885
20 C 2.369 -1.757 1.769
21 C 0.463 1.749 0.305
22 C 1.575 -0.519 1.472
23 C -2.873 -0.433 -0.693
24 C 3.074 -2.038 0.433
25 C -4.365 -0.579 -2.578
26 C 1.833 -0.159 0.147
27 H 4.013 -0.703 2.698
28 H 3.365 0.734 -3.205
29 H 1.772 2.321 -2.058
30 H 4.030 -2.453 2.948
31 H -1.158 -0.887 -3.577
32 H 0.980 0.833 -2.570
33 H 2.380 -1.419 -2.472
34 H -1.606 -0.464 1.021
35 H -3.447 -0.861 -4.492
36 H -3.287 -0.911 1.352
37 H -2.498 0.856 3.202
38 H -5.370 -0.574 -2.974
39 H 3.849 1.102 -1.545
40 H 0.494 0.061 3.255
41 H -2.508 1.918 0.491
42 H -5.005 -0.309 -0.557
43 H -4.036 1.377 1.198
44 H 2.887 -1.437 3.844
45 H -0.795 -0.612 -1.153
46 H 4.075 -1.334 -1.951
47 H 0.020 2.652 -0.084
48 H 1.725 -2.608 2.009

The HOMO energy comes out at -8.68 eV. As for the net charge: 0.


x | C20H22N2O3S | wB97M-V/def2-TZVPD

Element x y z (Å)
1 S 4.368 -0.414 1.082
2 O -2.100 1.207 0.782
3 O -2.350 -1.384 -2.217
4 O 1.033 1.399 1.279
5 N 3.368 0.923 -0.412
6 N 1.293 -0.536 0.365
7 C 0.102 -0.174 -0.396
8 C -1.939 2.368 1.723
9 C -0.738 -2.613 -0.005
10 C 1.580 -2.075 0.473
11 C -5.842 0.232 -0.959
12 C 5.488 0.318 -1.094
13 C 1.615 0.380 1.356
14 C -3.347 0.741 0.169
15 C 0.456 -2.944 0.707
16 C 4.268 1.726 -2.357
17 C -3.401 -0.200 -0.601
18 C -4.596 1.520 0.694
19 C 3.368 1.969 -1.562
20 C 4.480 0.356 -0.182
21 C 5.476 0.903 -2.141
22 C -5.841 1.123 0.243
23 C -4.722 -0.446 -1.264
24 C 2.739 0.142 2.276
25 C -1.134 -1.403 -0.130
26 C -2.339 -0.775 -0.994
27 H 1.787 -2.142 -0.543
28 H -1.511 -3.391 0.469
29 H 2.418 2.356 -1.659
30 H 3.110 1.103 2.662
31 H -1.558 -0.976 1.020
32 H 6.287 0.919 -2.898
33 H -6.486 1.731 0.336
34 H 2.547 -0.643 3.057
35 H 4.268 2.221 -3.393
36 H -2.366 2.343 2.560
37 H -2.169 3.274 1.136
38 H 0.331 -0.609 -1.198
39 H -0.785 2.269 1.860
40 H 0.715 -4.002 0.902
41 H 6.270 -0.468 -0.923
42 H -4.426 2.319 1.383
43 H -0.680 -2.916 -0.834
44 H 2.465 -2.136 1.048
45 H -0.145 0.692 -0.534
46 H -4.740 -1.422 -1.856
47 H 0.253 -2.868 1.928
48 H -6.869 0.002 -1.358

The HOMO energy comes out at -8.08 eV. As for the net charge: 0.


Relative calculated energies, zero for the most stable structure, unit kJ/mol: w 0.0; x 1960.0.


w | FH16O8 | wB97M-V/def2-TZVPD

Element x y z (Å)
1 F -0.102 0.272 0.098
2 O 1.997 0.573 1.451
3 O -2.025 -1.216 -0.544
4 O -1.432 -0.107 2.239
5 O 0.084 -2.264 1.624
6 O 1.783 -1.452 -0.808
7 O -0.377 0.112 -2.871
8 O -1.659 2.677 -0.374
9 O 1.383 1.828 -1.249
10 H -1.320 1.805 -0.185
11 H 1.616 2.482 -0.579
12 H -0.883 0.024 2.998
13 H -1.559 -2.044 -0.604
14 H 1.928 1.492 1.732
15 H 0.527 0.300 -2.705
16 H 1.343 0.368 0.779
17 H -0.352 -2.837 2.234
18 H -1.755 2.708 -1.325
19 H 1.030 -1.001 -0.467
20 H -0.406 -1.442 1.671
21 H 1.824 -2.295 -0.347
22 H -0.326 -0.823 -3.135
23 H -1.374 -0.520 -0.342
24 H 0.828 1.233 -0.777
25 H -0.774 0.126 1.484

The HOMO energy comes out at -6.74 eV. As for the net charge: -1.


x | FH16O8 | wB97M-V/def2-TZVPD

Element x y z (Å)
1 F -0.006 0.450 0.078
2 O -1.180 -0.334 -2.294
3 O 0.474 -1.993 0.708
4 O -2.056 1.960 -0.655
5 O -2.212 -1.745 0.415
6 O 1.845 -1.814 -1.554
7 O -1.548 0.915 2.102
8 O 1.750 1.745 1.727
9 O 1.717 1.521 -1.615
10 H 1.182 -1.981 1.381
11 H 2.535 1.134 -1.354
12 H 1.261 -1.959 -0.792
13 H 1.184 1.146 1.227
14 H 0.376 -1.051 0.504
15 H -0.925 0.523 1.410
16 H 1.106 1.011 -1.115
17 H -1.266 -1.617 0.514
18 H -2.644 -1.395 1.255
19 H 1.640 1.548 2.610
20 H -0.353 -0.243 -2.789
21 H -0.973 0.679 2.843
22 H -1.330 1.595 -0.170
23 H 1.921 -2.718 -1.847
24 H -0.833 -0.060 -1.421
25 H -1.662 2.683 -1.171

The HOMO energy comes out at -6.41 eV. As for the net charge: -1.


Relative calculated energies, zero for the most stable structure, unit kJ/mol: w 0.0; x 10.8.


w | C7H10N2O | wB97M-V/def2-TZVPD

Element x y z (Å)
1 O 1.066 2.148 1.897
2 N -2.501 -0.967 -1.387
3 N -0.592 -0.378 -0.512
4 C 0.156 1.841 0.980
5 C -1.613 -0.683 -2.400
6 C 1.758 -0.527 0.032
7 C 0.453 0.023 0.350
8 C 1.040 -0.978 1.309
9 C -1.919 -0.751 -0.275
10 C -0.450 -0.244 -1.877
11 H 1.368 -0.638 2.372
12 H 0.582 2.070 2.791
13 H 1.793 -1.223 -0.914
14 H 0.453 -0.141 -2.438
15 H -0.927 1.875 1.165
16 H -2.444 -0.940 0.694
17 H 0.685 -1.989 1.475
18 H 0.429 2.283 0.035
19 H -1.999 -0.811 -3.384
20 H 2.661 0.031 0.086

The HOMO energy comes out at -8.43 eV. As for the net charge: 0.


x | C7H10N2O | wB97M-V/def2-TZVPD

Element x y z (Å)
1 O 3.395 -2.642 0.265
2 N 1.224 -1.866 -0.062
3 N 2.795 -0.402 -0.127
4 C 0.593 -0.642 0.113
5 C -0.903 -0.345 0.122
6 C 1.575 0.329 0.070
7 C 2.582 -1.784 0.060
8 C -1.655 -0.172 -1.204
9 C 1.499 1.800 -0.132
10 C -2.005 -1.256 -0.232
11 H 1.204 2.362 0.836
12 H -1.837 -2.341 -0.420
13 H 2.547 2.081 -0.253
14 H 3.642 0.063 -0.186
15 H -2.331 0.629 -1.424
16 H 0.724 2.130 -0.846
17 H 0.826 -2.663 0.306
18 H -1.133 0.289 0.933
19 H -1.090 -0.413 -2.025
20 H -2.910 -1.162 0.193

The HOMO energy comes out at -7.62 eV. As for the net charge: 0.


Relative calculated energies, zero for the most stable structure, unit kJ/mol: w 222.4; x 0.0.


w | C4H14N2O2 | wB97M-V/def2-TZVPD

Element x y z (Å)
1 O -0.691 1.479 -0.850
2 O 1.798 1.133 0.161
3 N -1.025 0.292 -0.140
4 N -1.088 -2.110 -0.509
5 C -2.193 0.552 0.678
6 C 2.516 0.330 -0.740
7 C -1.215 -0.805 -1.101
8 C 1.431 0.413 1.448
9 H 0.262 1.614 -0.609
10 H -0.437 -0.689 -1.859
11 H 3.437 -0.066 -0.286
12 H -1.976 1.395 1.331
13 H 1.914 -0.522 -1.089
14 H 2.778 0.954 -1.592
15 H 0.828 -0.493 1.356
16 H 0.978 1.188 2.057
17 H -2.194 -0.734 -1.595
18 H 2.396 0.108 1.860
19 H -0.203 -2.206 -0.026
20 H -2.405 -0.331 1.281
21 H -3.075 0.793 0.072
22 H -1.833 -2.296 0.152

The HOMO energy comes out at -8.59 eV. As for the net charge: 0.


x | C4H14N2O2 | wB97M-V/def2-TZVPD

Element x y z (Å)
1 O 2.289 1.796 -1.715
2 O -1.285 -0.958 2.225
3 N 0.032 1.050 0.008
4 N -0.289 -2.274 0.451
5 C -0.537 2.370 -0.338
6 C 0.365 -1.368 -0.463
7 C -0.387 -0.055 -0.901
8 C -0.269 -1.913 1.848
9 H -0.529 -2.704 2.567
10 H -1.233 -2.543 0.215
11 H 2.253 0.964 -2.188
12 H -1.614 2.560 -0.240
13 H 0.091 3.001 0.301
14 H 0.745 -1.522 2.065
15 H -0.100 0.139 -1.921
16 H -0.275 2.517 -1.362
17 H -1.465 -0.206 -0.782
18 H -1.695 -0.469 1.490
19 H 1.312 -0.958 -0.098
20 H -0.150 0.763 0.958
21 H 0.645 -1.939 -1.353
22 H 2.097 1.748 -0.767

The HOMO energy comes out at -9.16 eV. As for the net charge: 0.


Relative calculated energies, zero for the most stable structure, unit kJ/mol: w 136.0; x 0.0.